[1]
{
  "formula": "C8H7N",
  "method": "ωB97M-V/def2-TZVPD",
  "mol_weight_g_mol": 117.15,
  "e_tot_ev": -9894.2373,
  "charge": 0,
  "multiplicity": 1,
  "e_above_lowest_kcal_mol": 105.4,
  "species": ["C", "C", "C", "C", "C", "C", "C", "C", "N", "H", "H", "H", "H", "H", "H", "H"],
  "coordinates": [[-2.06, 0.08, 0.05], [-1.33, 1.34, -0.02], [-1.42, -1.07, -0.04], [-0.01, 1.46, -0.06], [0.04, -1.13, 0.08], [0.72, 0.17, -0.07], [2.80, 1.48, -0.22], [0.67, -2.28, 0.14], [1.95, 0.67, 0.03], [-3.12, 0.06, 0.08], [-1.82, 2.16, -0.47], [-1.95, -1.97, -0.11], [0.41, 2.44, -0.28], [3.18, 2.06, 0.56], [1.74, -2.31, -0.16], [0.21, -3.16, 0.50]],
  "nbo_charge": [-0.19, -0.25, -0.19, -0.17, -0.08, 0.05, 0.01, -0.38, -0.24, 0.21, 0.21, 0.21, 0.22, 0.18, 0.20, 0.20]
}

[2]
{
  "formula": "C8H7N2",
  "method": "ωB97M-V/def2-TZVPD",
  "mol_weight_g_mol": 131.16,
  "e_tot_ev": -11379.4287,
  "charge": 1,
  "multiplicity": 1,
  "smiles": "C1=CC(=[N+]2C=CC=C2)N=C1",
  "e_above_lowest_kcal_mol": 37.1,
  "species": ["C", "C", "C", "N", "C", "C", "C", "C", "N", "C", "H", "H", "H", "H", "H", "H", "H"],
  "coordinates": [[-0.88, -2.70, 0.75], [-0.67, -1.84, -0.32], [-0.07, -0.57, 0.41], [0.17, 0.54, -0.21], [-0.17, 1.00, -1.52], [0.33, 2.22, -1.66], [0.95, 2.62, -0.42], [0.84, 1.58, 0.43], [0.10, -0.84, 1.77], [-0.27, -2.08, 1.95], [-1.21, -3.76, 0.77], [-1.01, -2.03, -1.25], [-0.78, 0.57, -2.24], [0.10, 2.77, -2.57], [1.60, 3.52, -0.43], [0.95, 1.36, 1.58], [0.01, -2.37, 2.96]],
  "nbo_charge": [-0.20, -0.20, 0.60, -0.29, -0.08, -0.17, -0.18, -0.06, -0.48, 0.22, 0.27, 0.25, 0.25, 0.26, 0.27, 0.29, 0.26]
}

[3]
{
  "formula": "C8H7N2O2PTl",
  "method": "ωB97M-V/def2-TZVPD",
  "mol_weight_g_mol": 398.51,
  "e_tot_ev": -29422.8866,
  "charge": 3,
  "multiplicity": 1,
  "species": ["N", "P", "C", "C", "C", "C", "C", "C", "C", "O", "N", "C", "O", "H", "H", "H", "H", "H", "H", "H", "Tl"],
  "coordinates": [[3.47, 1.69, -0.96], [3.24, 0.30, -0.12], [1.39, -0.22, -0.14], [1.06, -1.78, -0.13], [-0.44, -2.24, -0.12], [-1.51, -1.08, -0.10], [-1.21, 0.45, -0.11], [0.26, 0.91, -0.13], [-2.59, 1.25, -0.12], [-2.81, 2.48, -0.04], [-3.70, 0.26, -0.20], [-3.10, -1.10, -0.04], [-3.72, -2.17, 0.16], [3.87, 2.35, -0.26], [4.02, -0.77, -0.73], [3.61, 0.46, 1.28], [1.90, -2.57, -0.14], [-0.77, -3.33, -0.08], [0.50, 2.04, -0.12], [-4.40, 0.41, 0.56], [0.93, 2.64, 1.56]],
  "lowdin_charge": [-0.04, 0.89, -0.17, 0.07, 0.19, 0.16, 0.04, -0.14, -0.28, 0.16, 0.20, -0.25, 0.21, 0.05, 0.12, 0.08, 0.15, 0.17, -0.10, 0.20, 1.29]
}

[4]
{
  "formula": "C8H7N2O5SSr",
  "method": "ωB97M-V/def2-TZVPD",
  "mol_weight_g_mol": 330.84,
  "e_tot_ev": -33290.2527,
  "charge": 1,
  "multiplicity": 1,
  "e_above_lowest_kcal_mol": 0.0,
  "species": ["O", "C", "Sr", "O", "C", "C", "O", "C", "O", "C", "O", "H", "S", "C", "N", "C", "C", "N", "H", "H", "H", "H", "H", "H"],
  "coordinates": [[1.15, 1.37, -6.21], [1.04, 0.91, -5.15], [0.26, 0.24, -1.92], [-2.24, 1.63, -4.37], [-1.39, 1.35, -3.64], [-1.93, -0.31, -0.20], [-2.83, -0.67, 0.40], [1.43, -1.86, -0.49], [1.55, -2.88, 0.02], [-0.88, -2.03, -2.80], [-1.44, -2.93, -3.28], [1.39, -1.23, -3.13], [0.98, 2.10, 0.03], [0.60, 1.17, 1.44], [1.34, 0.12, 1.96], [0.79, -0.32, 3.28], [-0.56, 0.43, 3.36], [-0.56, 1.26, 2.14], [2.34, 0.11, 1.77], [1.49, 0.03, 4.07], [0.63, -1.42, 3.23], [-0.61, 1.10, 4.24], [-1.40, -0.29, 3.26], [-1.15, 2.11, 2.00]],
  "nbo_charge": [-0.46, 0.49, 1.59, -0.40, 0.44, 0.46, -0.42, 0.45, -0.46, 0.38, -0.46, -0.68, -0.40, 0.35, -0.60, -0.24, -0.24, -0.60, 0.44, 0.23, 0.23, 0.23, 0.22, 0.44]
}

[5]
{
  "formula": "C8H7N3",
  "method": "ωB97M-V/def2-TZVPD",
  "mol_weight_g_mol": 145.16,
  "e_tot_ev": -12877.5870,
  "charge": 0,
  "multiplicity": 1,
  "smiles": "c1ccc(-c2ncc[nH]2)nc1",
  "e_above_lowest_kcal_mol": 54.3,
  "species": ["C", "C", "C", "C", "C", "N", "C", "C", "N", "N", "C", "H", "H", "H", "H", "H", "H", "H"],
  "coordinates": [[-1.33, -2.16, 1.74], [-0.12, -1.72, 2.01], [0.42, -0.70, 1.14], [-0.31, -0.32, 0.12], [0.19, 0.74, -0.80], [-0.34, 1.02, -2.04], [0.44, 2.03, -2.52], [1.49, 2.39, -1.62], [1.33, 1.52, -0.58], [-1.48, -0.83, -0.20], [-1.95, -1.79, 0.53], [-1.94, -3.11, 2.38], [0.57, -1.99, 2.99], [1.38, -0.27, 1.40], [0.34, 2.56, -3.58], [2.36, 3.08, -1.81], [1.85, 1.63, 0.32], [-2.90, -2.08, 0.52]],
  "nbo_charge": [-0.25, -0.18, -0.23, 0.12, 0.29, -0.41, -0.08, -0.13, -0.52, -0.36, 0.06, 0.22, 0.23, 0.21, 0.21, 0.23, 0.42, 0.18]
}

[6]
{
  "formula": "C8H7N3Se",
  "method": "ωB97M-V/def2-TZVPD",
  "mol_weight_g_mol": 224.12,
  "e_tot_ev": -78221.4798,
  "charge": 0,
  "multiplicity": 1,
  "species": ["C", "C", "C", "C", "C", "C", "C", "C", "N", "N", "N", "Se", "H", "H", "H", "H", "H", "H", "H"],
  "coordinates": [[-2.90, -1.13, 0.47], [-2.40, -0.97, -0.80], [-2.26, -0.63, 1.60], [-1.21, -0.25, -0.89], [-1.02, -0.02, 1.51], [0.97, 1.67, -0.82], [-0.52, 0.26, 0.26], [3.77, 0.47, -0.05], [2.22, 1.96, -1.15], [3.15, 1.28, -0.74], [0.70, 0.78, 0.06], [5.16, -0.63, 0.56], [-3.93, -1.58, 0.54], [-2.77, -1.32, -1.79], [-2.71, -0.65, 2.59], [-0.66, -0.25, -1.84], [-0.60, 0.58, 2.33], [0.19, 2.22, -1.38], [4.81, -1.80, -0.45]],
  "nbo_charge": [-0.25, -0.21, -0.20, -0.25, -0.23, 0.26, 0.13, 0.03, -0.36, -0.02, -0.50, 0.23, 0.21, 0.22, 0.21, 0.20, 0.22, 0.17, 0.12]
}

[7]
{
  "formula": "C8H7N4",
  "method": "ωB97M-V/def2-TZVPD",
  "mol_weight_g_mol": 159.17,
  "e_tot_ev": -14357.4527,
  "charge": 1,
  "multiplicity": 3,
  "species": ["C", "C", "C", "C", "C", "C", "C", "C", "N", "N", "N", "N", "H", "H", "H", "H", "H", "H", "H"],
  "coordinates": [[2.52, -0.03, -0.19], [-2.95, -0.09, 0.91], [-1.61, -0.29, 0.65], [-3.69, 0.67, 0.01], [-1.86, 1.13, -1.27], [-1.02, 0.31, -0.47], [2.81, -1.17, -0.94], [3.52, 0.66, 0.43], [-3.12, 1.28, -1.02], [1.18, 0.24, 0.03], [2.79, -2.16, -1.55], [0.27, 0.13, -0.83], [-3.42, -0.55, 1.76], [-1.01, -0.94, 1.27], [-4.76, 0.80, 0.12], [-1.44, 1.72, -2.08], [4.55, 0.36, 0.32], [3.29, 1.53, 1.01], [2.91, -2.99, -2.09]],
  "nbo_charge": [-0.13, -0.23, -0.16, 0.10, 0.09, 0.03, 0.65, -0.22, -0.40, -0.11, -0.43, -0.05, 0.24, 0.23, 0.22, 0.21, 0.22, 0.24, 0.50]
}

[8]
{
  "formula": "C8H7NO2",
  "method": "ωB97M-V/def2-TZVPD",
  "mol_weight_g_mol": 149.15,
  "e_tot_ev": -13990.8950,
  "charge": 0,
  "multiplicity": 1,
  "smiles": "OC1=N[C@@H](O)c2ccccc21",
  "e_above_lowest_kcal_mol": 91.4,
  "species": ["O", "C", "N", "C", "O", "C", "C", "C", "C", "C", "C", "H", "H", "H", "H", "H", "H", "H"],
  "coordinates": [[-2.01, -0.19, -2.32], [-1.00, -0.21, -1.51], [0.47, -0.29, -2.28], [1.40, -0.26, -1.22], [2.30, 0.80, -1.28], [0.60, -0.16, 0.07], [0.98, 0.23, 1.34], [0.05, 0.36, 2.35], [-1.28, 0.05, 2.17], [-1.68, -0.24, 0.87], [-0.80, -0.28, -0.15], [-1.70, -0.21, -3.18], [2.12, -1.15, -1.24], [2.92, 0.63, -2.12], [2.03, 0.35, 1.74], [0.45, 0.94, 3.21], [-2.08, -0.05, 3.01], [-2.76, -0.30, 0.56]],
  "nbo_charge": [-0.62, 0.62, -0.59, 0.16, -0.71, 0.08, -0.21, -0.18, -0.22, -0.15, -0.24, 0.51, 0.17, 0.48, 0.23, 0.22, 0.23, 0.22]
}

[9]
{
  "formula": "C8H8",
  "method": "ωB97M-V/def2-TZVPD",
  "mol_weight_g_mol": 104.15,
  "e_tot_ev": -8417.5864,
  "charge": 0,
  "multiplicity": 1,
  "smiles": "C#CC1(C#C)CCC1",
  "e_above_lowest_kcal_mol": 171.4,
  "species": ["C", "C", "C", "C", "C", "C", "C", "C", "H", "H", "H", "H", "H", "H", "H", "H"],
  "coordinates": [[1.38, 2.32, 0.05], [0.59, 1.40, -0.24], [-0.44, 0.32, -0.11], [-1.90, 0.60, -0.07], [-3.16, 0.59, 0.00], [0.21, -0.48, 1.11], [0.99, -1.30, 0.02], [0.29, -0.74, -1.05], [2.32, 3.08, 0.04], [-4.33, 0.32, 0.11], [0.91, 0.03, 1.85], [-0.49, -1.28, 1.39], [1.92, -0.83, -0.24], [1.28, -2.48, 0.37], [-0.56, -1.24, -1.59], [1.00, -0.31, -1.64]],
  "nbo_charge": [-0.27, -0.02, -0.20, -0.01, -0.24, -0.36, -0.41, -0.36, 0.27, 0.28, 0.24, 0.22, 0.21, 0.21, 0.22, 0.22]
}

[10]
{
  "formula": "C8H8",
  "method": "ωB97M-V/def2-TZVPD",
  "mol_weight_g_mol": 104.15,
  "e_tot_ev": -8422.6330,
  "charge": 0,
  "multiplicity": 1,
  "smiles": "C=C1[C@H]2C=C[C@@H]1C=C2",
  "e_above_lowest_kcal_mol": 55.1,
  "species": ["C", "C", "C", "C", "C", "C", "C", "C", "H", "H", "H", "H", "H", "H", "H", "H"],
  "coordinates": [[-0.80, 0.49, -2.04], [-0.30, 0.17, -0.88], [-0.71, -0.84, 0.14], [-0.96, 0.07, 1.37], [-0.13, 1.08, 1.28], [0.72, 0.84, 0.02], [1.57, -0.38, 0.24], [0.69, -1.43, 0.31], [-0.29, 1.24, -2.70], [-1.67, -0.04, -2.50], [-1.45, -1.58, -0.16], [-1.60, -0.22, 2.18], [0.05, 1.82, 2.05], [1.33, 1.69, -0.34], [2.68, -0.49, 0.29], [0.87, -2.41, 0.74]],
  "nbo_charge": [-0.44, 0.10, -0.36, -0.17, -0.17, -0.35, -0.17, -0.18, 0.21, 0.21, 0.23, 0.22, 0.22, 0.23, 0.23, 0.22]
}

[11]
{
  "formula": "C8H8",
  "method": "ωB97M-V/def2-TZVPD",
  "mol_weight_g_mol": 104.15,
  "e_tot_ev": -8422.6093,
  "charge": 0,
  "multiplicity": 1,
  "smiles": "c1ccccc1.C#C",
  "e_above_lowest_kcal_mol": 55.6,
  "species": ["C", "C", "C", "C", "C", "C", "H", "H", "H", "H", "H", "H", "C", "C", "H", "H"],
  "coordinates": [[-2.32, 0.67, -0.14], [-1.87, 0.55, -1.44], [-0.66, -0.04, -1.74], [0.18, -0.47, -0.71], [-0.31, -0.43, 0.59], [-1.52, 0.18, 0.88], [-3.28, 1.09, 0.04], [-2.49, 0.87, -2.21], [-0.38, -0.15, -2.79], [1.10, -0.96, -0.87], [0.30, -0.76, 1.44], [-1.88, 0.31, 1.91], [3.83, -0.40, 1.22], [2.70, -0.08, 1.36], [4.82, -0.56, 0.62], [1.67, 0.31, 1.65]],
  "nbo_charge": [-0.21, -0.21, -0.21, -0.21, -0.23, -0.20, 0.21, 0.21, 0.21, 0.22, 0.21, 0.21, -0.26, -0.26, 0.26, 0.26]
}

[12]
{
  "formula": "C8H8BN",
  "method": "ωB97M-V/def2-TZVPD",
  "mol_weight_g_mol": 128.97,
  "e_tot_ev": -10588.2574,
  "charge": 0,
  "multiplicity": 1,
  "smiles": "b1ccccncccc1",
  "e_above_lowest_kcal_mol": 34.2,
  "species": ["B", "C", "C", "C", "C", "N", "C", "C", "C", "C", "H", "H", "H", "H", "H", "H", "H", "H"],
  "coordinates": [[-1.37, -1.12, 0.46], [-0.73, -1.23, 1.82], [0.43, -0.59, 2.39], [1.48, 0.20, 1.89], [1.54, 0.96, 0.69], [0.67, 0.70, -0.20], [0.70, 1.01, -1.45], [-0.25, 0.55, -2.34], [-1.45, -0.19, -2.04], [-1.87, -0.89, -0.90], [-1.30, -1.68, 2.53], [0.47, -0.85, 3.38], [2.15, 0.37, 2.74], [2.35, 1.75, 0.38], [1.44, 1.61, -1.94], [-0.27, 0.82, -3.38], [-2.16, -0.32, -2.81], [-2.88, -1.38, -0.87]],
  "nbo_charge": [0.98, -0.74, -0.10, -0.30, 0.10, -0.48, 0.05, -0.28, -0.11, -0.75, 0.23, 0.19, 0.21, 0.16, 0.16, 0.21, 0.20, 0.24]
}

[13]
{
  "formula": "C8H8Br2ClIrO4Se",
  "method": "ωB97M-V/def2-TZVPD",
  "mol_weight_g_mol": 634.59,
  "e_tot_ev": -237392.8826,
  "charge": 1,
  "multiplicity": 6,
  "species": ["Ir", "Br", "C", "Br", "H", "H", "O", "Se", "O", "O", "O", "Cl", "C", "C", "C", "C", "C", "C", "C", "H", "H", "H", "H", "H", "H"],
  "coordinates": [[-1.19, 0.17, 1.27], [-2.13, 1.81, 2.65], [-3.30, -1.38, 3.91], [-3.03, -1.67, 2.09], [-3.33, -0.36, 4.25], [-3.62, -2.23, 4.47], [-0.80, -1.12, -2.54], [-1.70, -1.18, -1.23], [-2.26, 0.31, -0.73], [-0.52, -1.22, 0.19], [-2.68, -2.39, -0.94], [3.86, -0.84, -3.32], [2.84, -0.14, -2.19], [3.10, -0.34, -0.80], [2.27, 0.21, 0.11], [1.15, 1.00, -0.31], [0.26, 1.61, 0.67], [0.91, 1.18, -1.70], [1.74, 0.63, -2.63], [3.95, -0.94, -0.51], [2.44, 0.07, 1.17], [-0.33, 2.42, 0.25], [0.77, 1.90, 1.58], [0.04, 1.75, -2.02], [1.57, 0.75, -3.69]],
  "nbo_charge": [1.23, -0.13, -0.42, 0.24, 0.21, 0.22, -0.94, 2.69, -0.99, -0.86, -0.92, 0.22, 0.08, -0.18, -0.17, 0.15, -0.62, -0.16, -0.16, 0.26, 0.24, 0.25, 0.25, 0.26, 0.26]
}